No. 1
Molecular formula: C32H29F2IrN8OS4
Method: DFT, ωB97M-V/def2-TZVPD

Atoms and positions in Å:
Ir: 0.785 0.200 0.340
N: 1.228 -0.315 -4.224
C: 1.217 -0.445 -2.884
S: 2.304 0.552 -1.943
N: 0.412 -1.297 -2.323
N: 0.294 -1.353 -1.020
C: -0.287 -2.405 -0.430
C: -0.406 -2.406 0.958
C: -0.860 -3.526 1.703
C: -0.966 -3.445 3.062
C: -0.608 -2.247 3.704
C: -0.160 -1.192 2.940
N: -0.058 -1.246 1.616
H: 1.931 0.262 -4.655
H: 0.783 -1.023 -4.785
H: -0.619 -3.224 -1.053
H: -1.110 -4.432 1.175
H: -1.316 -4.285 3.639
H: -0.706 -2.142 4.770
H: 0.110 -0.256 3.408
F: 4.242 0.426 4.442
C: 3.622 1.107 3.470
C: 2.680 0.453 2.690
C: 2.024 1.139 1.683
C: 2.312 2.506 1.466
C: 3.283 3.115 2.268
F: 3.621 4.400 2.076
C: 3.951 2.433 3.265
C: 1.546 3.165 0.418
C: 1.574 4.525 0.095
C: 0.699 5.028 -0.850
C: -0.157 4.154 -1.506
C: -0.076 2.812 -1.189
N: 0.720 2.328 -0.245
H: 2.504 -0.595 2.870
H: 4.716 2.914 3.849
H: 2.274 5.184 0.580
H: 0.682 6.083 -1.077
H: -0.851 4.498 -2.256
H: -0.661 2.090 -1.733
S: -4.163 2.934 -4.595
C: -3.959 2.124 -3.167
S: -2.544 1.136 -2.883
C: -3.038 1.015 -1.154
N: -4.182 1.577 -0.962
N: -4.710 2.165 -2.034
C: -5.960 2.798 -1.861
C: -6.386 3.028 -0.550
C: -7.596 3.647 -0.317
C: -8.390 4.053 -1.378
C: -7.966 3.825 -2.678
C: -6.764 3.187 -2.928
S: -2.138 0.274 0.058
H: -5.751 2.724 0.265
H: -7.913 3.830 0.699
H: -9.332 4.545 -1.192
H: -8.572 4.153 -3.509
H: -6.469 3.002 -3.949
O: 2.469 -1.666 0.820
C: 3.450 -2.315 0.491
C: 3.826 -2.635 -0.927
C: 3.628 -4.170 -1.052
C: 2.628 -4.790 -0.052
C: 3.201 -5.156 1.329
C: 3.488 -3.939 2.222
N: 4.213 -2.962 1.426
H: 4.860 -2.361 -1.136
H: 3.175 -2.090 -1.610
H: 4.586 -4.681 -0.942
H: 3.271 -4.373 -2.061
H: 2.263 -5.717 -0.497
H: 1.769 -4.127 0.071
H: 4.125 -5.723 1.193
H: 2.491 -5.804 1.845
H: 4.086 -4.223 3.089
H: 2.564 -3.469 2.563
H: 5.065 -3.359 1.047

Output
Frontier orbital gap (alpha / beta)   0.2109 / 0.1755 hartree
Multiplicity   2
Net charge   +1

=====

No. 2
Molecular formula: C32H29IIrNOS4
Method: DFT, ωB97M-V/def2-TZVPD

Atoms and positions in Å:
Ir: -0.317 1.133 -0.184
I: -2.128 -0.009 1.400
C: -2.307 1.746 2.509
C: -3.145 1.793 3.581
C: -3.243 2.994 4.314
C: -2.501 4.074 3.940
C: -1.628 4.025 2.823
C: -0.867 5.160 2.460
C: -0.038 5.099 1.382
C: 0.072 3.914 0.623
C: -0.632 2.768 0.925
C: -1.514 2.828 2.061
H: -3.727 0.928 3.871
H: -3.906 3.046 5.168
H: -2.566 5.002 4.496
H: -0.961 6.064 3.048
H: 0.542 5.966 1.090
H: 0.721 3.916 -0.242
S: -2.116 1.595 -1.556
C: -1.381 2.137 -3.056
C: -2.196 2.478 -4.140
C: -1.647 2.917 -5.330
C: -0.263 3.033 -5.454
C: 0.550 2.703 -4.386
C: 0.000 2.246 -3.186
S: 1.071 1.775 -1.873
H: -3.271 2.394 -4.031
H: -2.293 3.177 -6.158
H: 0.175 3.381 -6.381
H: 1.627 2.793 -4.470
N: 1.520 0.877 0.950
S: 2.485 -0.165 1.652
C: 3.063 -1.325 0.406
C: 3.414 -2.630 0.724
C: 3.915 -3.456 -0.272
C: 4.063 -2.977 -1.567
C: 3.720 -1.666 -1.867
C: 3.225 -0.830 -0.877
C: 1.573 -1.285 2.690
C: 0.657 -2.184 2.159
C: -0.036 -3.018 3.021
C: 0.191 -2.953 4.391
C: 1.113 -2.056 4.910
C: 1.810 -1.214 4.055
H: 1.925 1.795 1.102
H: 3.287 -3.009 1.729
H: 4.187 -4.476 -0.034
H: 4.451 -3.626 -2.342
H: 3.827 -1.289 -2.876
H: 2.918 0.181 -1.111
H: 0.510 -2.225 1.085
H: -0.760 -3.718 2.625
H: -0.357 -3.606 5.058
H: 1.290 -2.011 5.976
H: 2.532 -0.506 4.443
O: 0.151 -1.392 -0.830
S: 0.066 -1.984 -2.219
C: -1.685 -1.954 -2.674
C: -2.322 -3.118 -1.932
C: -1.389 -4.300 -2.180
C: 0.033 -3.792 -1.931
H: -1.743 -2.079 -3.759
H: -2.049 -0.960 -2.407
H: -3.338 -3.310 -2.279
H: -2.372 -2.888 -0.864
H: -1.489 -4.626 -3.217
H: -1.616 -5.157 -1.545
H: 0.792 -4.270 -2.549
H: 0.333 -3.874 -0.885

Output
Frontier orbital gap   0.2448 hartree
Multiplicity   1

=====

No. 3
Molecular formula: C32H29InN3O5S2
Method: DFT, ωB97M-V/def2-TZVPD

Atoms and positions in Å:
In: -1.915 0.208 0.847
C: -5.878 0.507 -0.789
C: -5.055 -0.557 -0.107
C: -5.096 -0.715 1.280
C: -4.454 -1.786 1.897
C: -3.776 -2.728 1.131
C: -3.709 -2.568 -0.251
C: -4.320 -1.479 -0.860
H: -6.829 0.078 -1.111
H: -5.379 0.894 -1.680
H: -6.104 1.336 -0.118
H: -5.660 -0.009 1.880
H: -4.530 -1.909 2.971
H: -3.324 -3.591 1.603
H: -3.197 -3.305 -0.858
H: -4.295 -1.383 -1.940
O: -4.204 4.799 -2.628
C: -3.643 3.811 -1.920
C: -2.574 3.045 -2.404
C: -2.072 2.057 -1.592
N: -2.617 1.818 -0.403
C: -3.593 2.576 0.101
C: -4.141 3.596 -0.633
C: -3.953 2.245 1.542
O: -4.894 2.808 2.055
O: -3.158 1.367 2.106
C: -0.787 1.281 -1.850
O: -0.280 1.324 -2.958
O: -0.345 0.682 -0.787
H: -3.787 4.889 -3.491
H: -2.110 3.226 -3.365
H: -4.922 4.221 -0.220
S: -0.137 0.209 2.672
C: 1.021 -0.183 1.480
N: 2.120 0.491 1.298
C: 3.056 0.106 0.229
C: 3.176 -1.384 0.207
N: 1.832 -1.954 0.018
C: 1.768 -3.131 -0.886
C: 2.187 -2.751 -2.283
C: 1.486 -1.756 -2.960
C: 1.881 -1.374 -4.233
C: 2.969 -1.996 -4.839
C: 3.667 -2.990 -4.167
C: 3.281 -3.362 -2.885
C: 0.783 -1.400 0.567
S: -0.775 -2.026 0.346
C: 2.516 1.695 2.062
C: 3.689 1.387 2.965
C: 4.902 2.037 2.779
C: 5.985 1.750 3.602
C: 5.858 0.805 4.609
C: 4.645 0.150 4.798
C: 3.564 0.440 3.981
H: 4.019 0.554 0.449
H: 2.684 0.483 -0.725
H: 3.618 -1.767 1.127
H: 3.784 -1.692 -0.637
H: 0.756 -3.514 -0.869
H: 2.429 -3.895 -0.477
H: 0.643 -1.254 -2.486
H: 1.335 -0.588 -4.740
H: 3.274 -1.705 -5.837
H: 4.515 -3.473 -4.636
H: 3.829 -4.138 -2.358
H: 1.660 2.056 2.614
H: 2.801 2.446 1.327
H: 5.002 2.781 1.993
H: 6.926 2.267 3.454
H: 6.701 0.581 5.251
H: 4.540 -0.580 5.592
H: 2.613 -0.060 4.146

Output
Frontier orbital gap   0.2723 hartree
Multiplicity   1
Net charge   +1

=====

No. 4
Molecular formula: C32H29N4O2S3SiSr
Method: DFT, ωB97M-V/def2-TZVPD

Atoms and positions in Å:
Sr: -0.364 -0.064 0.510
C: -2.757 5.514 4.574
Si: -2.042 4.826 2.966
C: -1.041 6.211 2.193
C: -3.500 4.350 1.889
C: -1.012 3.327 3.435
C: -0.879 2.934 4.754
C: -0.201 1.766 5.096
C: 0.287 0.998 4.062
N: 0.196 1.343 2.778
C: -0.400 2.510 2.446
S: -0.415 2.954 0.757
H: -3.390 6.378 4.355
H: -1.975 5.844 5.262
H: -3.375 4.776 5.092
H: -1.659 7.104 2.066
H: -0.648 5.906 1.225
H: -0.195 6.472 2.833
H: -4.177 5.200 1.766
H: -4.059 3.530 2.348
H: -3.163 4.017 0.909
H: -1.320 3.534 5.543
H: -0.090 1.452 6.124
H: 0.777 0.050 4.259
O: -2.775 0.138 1.787
S: -3.482 -0.991 1.189
O: -3.966 -2.016 2.087
N: -2.530 -1.508 0.047
C: -2.694 -2.703 -0.616
C: -3.809 -3.514 -0.630
C: -3.837 -4.702 -1.388
C: -2.763 -5.106 -2.126
C: -1.582 -4.323 -2.113
C: -0.413 -4.689 -2.820
C: 0.703 -3.911 -2.733
C: 0.660 -2.755 -1.922
N: -0.406 -2.378 -1.266
C: -1.536 -3.137 -1.356
C: -4.922 -0.275 0.425
C: -6.140 -0.932 0.470
C: -7.243 -0.370 -0.161
C: -7.121 0.842 -0.824
C: -5.898 1.503 -0.849
C: -4.796 0.948 -0.224
H: -4.679 -3.238 -0.052
H: -4.740 -5.301 -1.377
H: -2.789 -6.019 -2.710
H: -0.420 -5.593 -3.418
H: 1.614 -4.168 -3.255
H: 1.541 -2.136 -1.796
H: -6.213 -1.863 1.016
H: -8.199 -0.877 -0.129
H: -7.982 1.280 -1.313
H: -5.808 2.459 -1.349
H: -3.845 1.467 -0.209
S: 4.640 -0.758 -0.676
C: 4.449 -1.720 0.724
C: 3.166 -1.703 1.182
C: 2.244 -0.894 0.429
C: 2.928 -0.315 -0.605
C: 2.398 0.581 -1.640
C: 3.238 1.207 -2.576
C: 2.701 2.033 -3.538
C: 1.328 2.242 -3.568
C: 0.569 1.596 -2.612
N: 1.069 0.788 -1.681
H: 5.298 -2.252 1.130
H: 2.879 -2.270 2.061
H: 4.306 1.048 -2.531
H: 3.348 2.520 -4.258
H: 0.864 2.888 -4.299
H: -0.506 1.739 -2.579

Output
Frontier orbital gap   0.2600 hartree
Multiplicity   1
Net charge   -1

=====

No. 5
Molecular formula: C32H30AsN3O2Re
Method: DFT, ωB97M-V/def2-TZVPD

Atoms and positions in Å:
N: -1.318 2.985 -0.903
C: -0.442 3.725 -1.115
C: 0.607 4.679 -1.418
H: 0.191 5.524 -1.985
H: 1.394 4.201 -2.019
H: 1.053 5.062 -0.490
N: 3.607 -2.290 -2.436
C: 4.584 -2.891 -2.566
C: 5.798 -3.678 -2.669
H: 6.471 -3.219 -3.406
H: 5.549 -4.698 -2.992
H: 6.303 -3.721 -1.695
N: -3.503 -0.572 -2.057
C: -3.710 -1.710 -1.921
C: -3.995 -3.126 -1.780
H: -3.801 -3.454 -0.748
H: -3.359 -3.706 -2.465
H: -5.048 -3.325 -2.029
Re: 1.416 -0.668 -2.944
C: 0.682 -1.970 -1.600
O: 0.303 -2.705 -0.781
C: 2.271 0.411 -1.495
O: 2.755 1.013 -0.621
C: 1.596 1.006 -4.241
C: 0.320 0.952 -3.649
C: -0.448 -0.212 -3.765
C: 0.065 -1.317 -4.462
C: 1.360 -1.286 -4.992
C: 2.122 -0.114 -4.892
H: 2.212 1.891 -4.120
H: -0.056 1.793 -3.075
H: -1.422 -0.267 -3.285
H: -0.512 -2.233 -4.518
H: 1.791 -2.178 -5.433
H: 3.139 -0.096 -5.273
C: -0.796 4.695 3.225
C: 0.403 4.302 2.614
C: 0.505 3.039 2.026
C: -0.597 2.172 2.056
C: -1.798 2.556 2.650
C: -1.892 3.826 3.240
As: -0.330 0.436 1.144
C: 0.699 -0.278 2.677
C: 1.914 -0.929 2.402
C: 2.667 -1.447 3.459
C: 2.223 -1.308 4.781
C: 1.022 -0.642 5.048
C: 0.258 -0.125 3.991
C: -2.002 -0.540 1.527
C: -1.987 -1.739 2.248
C: -3.192 -2.389 2.538
C: -4.403 -1.858 2.082
C: -4.400 -0.713 1.276
C: -3.198 -0.078 0.958
H: -0.871 5.683 3.684
H: 1.261 4.979 2.591
H: 1.433 2.722 1.543
H: -2.651 1.877 2.651
H: -2.829 4.133 3.709
H: 2.253 -1.025 1.370
H: 3.607 -1.963 3.247
H: 2.814 -1.720 5.603
H: 0.672 -0.522 6.076
H: -0.679 0.394 4.199
H: -1.041 -2.148 2.603
H: -3.182 -3.308 3.129
H: -5.346 -2.345 2.344
H: -5.339 -0.311 0.886
H: -3.175 0.766 0.264

Output
Frontier orbital gap (alpha / beta)   0.2338 / 0.1561 hartree
Multiplicity   4
Net charge   +4

=====

No. 6
Molecular formula: C32H30CrNO4
Method: DFT, ωB97M-V/def2-TZVPD

Atoms and positions in Å:
C: -3.087 0.332 1.167
C: -1.742 -0.172 1.554
C: -1.612 -1.548 2.097
C: -0.680 0.644 1.441
N: 0.680 0.286 1.647
C: 1.566 1.351 2.153
C: 2.941 0.811 2.543
O: 3.538 0.088 1.476
C: 2.732 -1.009 1.071
C: 1.344 -0.551 0.622
H: -3.859 -0.418 1.338
H: -3.350 1.221 1.742
H: -3.107 0.596 0.108
H: -2.589 -2.024 2.203
H: -1.007 -2.180 1.448
H: -1.150 -1.532 3.085
H: -0.859 1.661 1.133
H: 1.664 2.112 1.373
H: 1.075 1.833 3.007
H: 3.631 1.618 2.822
H: 2.871 0.137 3.405
H: 3.267 -1.532 0.268
H: 2.663 -1.704 1.916
H: 0.704 -1.405 0.383
H: 1.422 0.043 -0.293
O: -5.960 -4.621 0.273
C: -6.431 -4.270 1.250
Cr: -7.224 -3.672 2.838
C: -5.583 -2.909 3.387
O: -4.598 -2.438 3.717
C: -6.844 -5.255 3.765
O: -6.631 -6.216 4.340
C: -9.284 -4.118 2.326
C: -8.810 -3.085 1.478
C: -8.210 -1.929 2.027
C: -8.086 -1.777 3.447
C: -7.406 -0.663 3.991
C: -6.596 0.180 4.392
C: -5.511 0.952 4.706
C: -4.665 0.489 5.788
C: -5.094 -0.568 6.608
C: -4.318 -1.033 7.640
C: -3.079 -0.472 7.884
C: -2.619 0.556 7.084
C: -3.401 1.027 6.064
C: -5.268 2.114 3.877
C: -6.248 2.538 2.964
C: -6.046 3.626 2.152
C: -4.855 4.323 2.212
C: -3.865 3.925 3.090
C: -4.075 2.848 3.908
C: -8.565 -2.835 4.287
C: -9.183 -3.979 3.732
H: -9.735 -5.013 1.893
H: -8.858 -3.205 0.393
H: -7.827 -1.141 1.373
H: -6.049 -1.021 6.414
H: -4.673 -1.844 8.255
H: -2.468 -0.848 8.686
H: -1.644 0.982 7.256
H: -3.053 1.902 5.344
H: -7.176 1.998 2.910
H: -6.816 3.933 1.465
H: -4.695 5.169 1.565
H: -2.928 4.456 3.129
H: -3.260 2.463 4.679
H: -8.416 -2.757 5.365
H: -9.566 -4.765 4.386

Output
Frontier orbital gap (alpha / beta)   0.2457 / 0.1923 hartree
Multiplicity   4
Net charge   +2

=====

Let's list relative energy (zero: lowest compared OMol25 entry of this formula, charge and spin) in order: 73.3; 0.0; 7.3; 11.7; 0.0; 30.0 kcal per mole.
Let's list largest force on an atom in order: 4.61; 0.66; 0.49; 0.43; 7.09; 6.78 eV Å⁻¹.